This record from the OMol25 dataset describes a cluster of 2 separate species, C4H14N2O in total. The level of theory is ωB97M-V/def2-TZVPD.

The calculation puts the HOMO-LUMO gap at 9.67 eV. The SMILES is CCNCCN.O. Its HOMO energy is -8.9881 eV. The molar mass is 106.17 g mol⁻¹.

Each line ends with the Löwdin charge.
Geometry (Å):
C  0.627  -2.648  -1.610  -0.11
C  0.889  -1.354  -0.883  -0.30
N  -0.277  -0.568  -0.449  -0.08
C  0.003  0.344  0.666  -0.25
C  -0.866  0.031  1.896  -0.30
N  -2.266  0.201  1.537  0.00
H  0.339  -3.487  -0.975  0.07
H  -0.237  -2.575  -2.283  0.07
H  1.484  -2.811  -2.260  0.07
H  1.513  -1.544  -0.009  0.11
H  1.476  -0.734  -1.576  0.11
H  -0.514  0.037  -1.220  0.10
H  1.074  0.262  0.886  0.10
H  -0.165  1.409  0.473  0.11
H  -0.550  0.695  2.698  0.10
H  -0.556  -0.958  2.268  0.10
H  -2.317  -0.123  0.588  0.04
H  -2.874  -0.371  2.104  0.06
O  0.925  4.940  -0.352  -0.03
H  0.513  4.204  -0.764  0.01
H  1.780  5.049  -0.738  0.02

This record from the OMol25 dataset describes a cluster of 18 separate species, C42H124N3O18P in total. The level of theory is ωB97M-V/def2-TZVPD.

The calculation puts the HOMO-LUMO gap at 9.24 eV. Its HOMO energy is -8.9782 eV. The molar mass is 990.43 g mol⁻¹.

Each line ends with the Löwdin charge.
Geometry (Å):
N  -0.139  1.428  3.483  0.27
H  -0.180  0.565  2.908  0.06
H  -0.523  2.130  2.802  0.10
H  0.802  1.683  3.750  0.07
H  -0.817  1.304  4.199  0.08
N  1.425  -0.222  -0.156  0.27
H  1.179  -0.780  -0.935  0.05
H  1.402  0.777  -0.286  0.07
H  2.266  -0.709  0.173  0.09
H  0.681  -0.388  0.624  0.06
N  -5.070  1.620  0.240  0.26
H  -6.051  1.527  0.488  0.14
H  -4.760  1.286  -0.727  0.08
H  -4.418  1.007  0.725  0.04
H  -4.659  2.539  0.446  0.08
P  -1.685  0.596  0.808  0.20
O  -3.029  0.277  1.428  -0.34
O  -1.340  2.096  1.152  -0.39
O  -1.594  0.429  -0.716  -0.31
O  -0.560  -0.341  1.543  -0.41
C  -4.837  0.168  -3.961  -0.04
C  -3.597  0.639  -3.256  -0.49
C  -3.096  1.961  -3.664  -0.06
O  -3.931  0.617  -1.851  -0.16
H  -5.695  0.721  -3.580  0.09
H  -5.025  -0.854  -3.832  0.05
H  -4.791  0.344  -5.031  0.08
H  -2.752  -0.046  -3.428  0.11
H  -3.928  2.672  -3.813  0.09
H  -2.605  1.899  -4.635  0.07
H  -2.389  2.438  -2.938  0.10
H  -3.096  0.434  -1.256  0.06
C  1.580  3.598  -4.588  -0.05
C  2.070  2.210  -4.379  -0.40
C  1.072  1.346  -3.594  -0.02
O  2.209  1.481  -5.709  -0.08
H  1.378  4.174  -3.638  0.08
H  0.683  3.587  -5.217  0.09
H  2.268  4.178  -5.205  0.08
H  3.022  2.144  -3.872  0.12
H  0.071  1.337  -4.016  0.08
H  0.996  1.617  -2.532  0.07
H  1.470  0.350  -3.600  0.04
H  2.828  2.045  -6.166  0.08
C  -6.010  -3.820  1.018  -0.08
C  -5.137  -2.804  0.401  -0.52
C  -5.791  -2.299  -0.874  -0.05
O  -4.980  -1.755  1.339  -0.07
H  -5.655  -4.267  1.936  0.08
H  -6.247  -4.569  0.273  0.08
H  -6.958  -3.383  1.318  0.08
H  -4.176  -3.277  0.183  0.12
H  -5.229  -1.423  -1.249  0.06
H  -6.835  -2.085  -0.733  0.07
H  -5.775  -3.120  -1.592  0.08
H  -4.131  -1.281  1.244  0.04
C  0.850  -1.533  5.755  -0.05
C  2.335  -1.484  5.442  -0.50
C  3.211  -2.148  6.479  -0.05
O  2.601  -2.166  4.234  -0.07
H  0.479  -2.545  5.775  0.08
H  0.280  -0.909  5.120  0.04
H  0.714  -1.037  6.763  0.11
H  2.613  -0.428  5.355  0.12
H  4.226  -2.011  6.162  0.07
H  2.926  -3.161  6.586  0.07
H  3.130  -1.676  7.484  0.09
H  1.754  -2.491  3.860  0.06
C  -1.851  -3.055  3.734  -0.03
C  -0.688  -3.699  2.976  -0.40
C  -1.054  -4.701  1.832  -0.02
O  0.268  -2.731  2.458  -0.13
H  -2.263  -3.762  4.456  0.09
H  -2.648  -2.716  3.054  0.08
H  -1.511  -2.174  4.296  0.06
H  -0.093  -4.311  3.689  0.13
H  -0.186  -5.001  1.285  0.05
H  -1.738  -4.256  1.131  0.06
H  -1.450  -5.596  2.291  0.08
H  -0.203  -1.943  2.125  0.04
C  0.549  -1.606  -6.745  -0.06
C  -0.563  -0.664  -7.149  -0.46
C  -1.708  -0.791  -6.075  -0.06
O  -0.155  0.690  -7.240  -0.05
H  0.346  -2.632  -7.041  0.08
H  0.850  -1.550  -5.695  0.07
H  1.494  -1.343  -7.245  0.08
H  -1.094  -0.933  -8.075  0.13
H  -2.339  -1.683  -6.244  0.08
H  -2.304  0.143  -6.145  0.07
H  -1.332  -0.870  -5.041  0.06
H  0.612  0.819  -6.678  0.03
C  -4.225  4.232  3.220  -0.07
C  -3.608  4.881  2.041  -0.47
C  -2.272  5.518  2.327  -0.06
O  -3.492  3.907  0.942  -0.11
H  -5.311  4.001  3.031  0.09
H  -4.289  4.955  4.072  0.09
H  -3.770  3.310  3.597  0.07
H  -4.204  5.727  1.698  0.13
H  -1.865  6.068  1.487  0.07
H  -1.519  4.766  2.612  0.08
H  -2.467  6.270  3.107  0.09
H  -2.692  3.342  1.055  0.04
C  4.690  -2.568  1.401  -0.05
C  3.542  -3.396  0.902  -0.46
C  3.261  -4.596  1.807  -0.04
O  2.324  -2.622  0.751  -0.11
H  5.555  -3.183  1.657  0.09
H  4.414  -2.006  2.274  0.06
H  4.985  -1.854  0.640  0.06
H  3.710  -3.766  -0.144  0.14
H  2.361  -5.111  1.436  0.08
H  3.089  -4.183  2.813  0.08
H  4.107  -5.281  1.827  0.08
H  1.794  -2.720  1.587  0.05
C  3.788  -2.558  -5.095  -0.05
C  3.521  -1.275  -4.354  -0.41
C  3.104  -1.482  -2.920  -0.05
O  4.832  -0.525  -4.268  -0.10
H  3.965  -2.341  -6.166  0.09
H  3.004  -3.333  -5.053  0.09
H  4.645  -2.990  -4.614  0.08
H  2.891  -0.571  -4.913  0.10
H  2.163  -2.028  -2.837  0.07
H  2.967  -0.567  -2.353  0.06
H  3.833  -2.083  -2.386  0.09
H  5.356  -0.710  -5.055  0.09
C  -2.267  -2.832  -2.151  -0.04
C  -0.945  -2.602  -1.432  -0.46
C  -0.054  -3.845  -1.505  -0.04
O  -0.274  -1.491  -2.023  -0.09
H  -2.030  -2.976  -3.219  0.09
H  -2.984  -2.009  -2.096  0.06
H  -2.810  -3.678  -1.750  0.07
H  -1.200  -2.409  -0.409  0.11
H  -0.662  -4.731  -1.413  0.07
H  0.694  -3.853  -0.731  0.05
H  0.519  -3.955  -2.454  0.09
H  -0.729  -0.693  -1.753  0.02
C  6.235  1.392  -0.070  -0.05
C  5.633  0.998  -1.415  -0.51
C  6.107  1.864  -2.525  -0.07
O  6.003  -0.373  -1.570  -0.07
H  5.822  0.796  0.740  0.05
H  6.134  2.448  0.115  0.07
H  7.305  1.113  -0.064  0.10
H  4.498  1.114  -1.443  0.14
H  5.589  2.801  -2.377  0.07
H  5.776  1.387  -3.452  0.06
H  7.199  2.033  -2.613  0.10
H  5.651  -0.690  -2.441  0.06
C  3.236  0.912  2.422  -0.03
C  3.624  1.988  3.448  -0.45
C  4.106  3.257  2.793  -0.04
O  2.461  2.196  4.241  -0.08
H  2.489  1.451  1.840  0.06
H  2.692  0.027  2.787  0.08
H  4.036  0.708  1.699  0.07
H  4.396  1.604  4.101  0.13
H  3.448  3.644  2.028  0.06
H  5.086  3.247  2.330  0.08
H  4.297  4.017  3.563  0.09
H  2.457  3.070  4.645  0.11
C  -3.446  -0.036  6.121  -0.06
C  -3.867  0.043  4.677  -0.45
C  -5.255  0.643  4.515  -0.06
O  -2.907  0.907  3.978  -0.12
H  -3.684  0.881  6.709  0.09
H  -2.367  -0.223  6.230  0.07
H  -3.923  -0.842  6.673  0.08
H  -3.818  -0.913  4.214  0.11
H  -5.619  0.693  3.468  0.07
H  -5.270  1.709  4.849  0.08
H  -6.039  0.085  5.056  0.08
H  -2.875  0.566  3.053  0.01
C  2.502  4.111  -0.770  -0.05
C  1.090  3.982  -0.284  -0.53
C  0.061  4.730  -1.111  -0.03
O  0.840  2.620  -0.231  -0.12
H  2.687  3.490  -1.633  0.06
H  3.155  3.701  0.027  0.06
H  2.719  5.148  -1.027  0.09
H  1.053  4.396  0.749  0.14
H  0.124  5.828  -1.090  0.09
H  -0.933  4.480  -0.741  0.07
H  0.085  4.439  -2.144  0.05
H  -0.012  2.550  0.320  0.05

This record from the OMol25 dataset describes a structure of composition C5H10O2. The level of theory is ωB97M-V/def2-TZVPD.

The calculation puts the HOMO-LUMO gap at 8.42 eV. Its HOMO energy is -7.8087 eV. The molar mass is 102.13 g mol⁻¹.

Each line ends with the Löwdin charge.
Geometry (Å):
C  1.556  1.362  -0.587  -0.07
O  1.341  0.497  0.384  -0.09
C  0.544  -0.532  0.252  -0.28
C  0.141  -1.412  1.407  -0.10
O  -1.193  -1.481  0.872  -0.08
C  -0.907  -0.558  -0.203  -0.32
C  -1.724  0.716  -0.080  -0.03
H  1.846  -0.178  -1.665  0.09
H  0.729  1.618  -1.242  0.07
H  2.303  2.103  -0.329  0.07
H  1.502  -0.850  -1.353  0.10
H  0.169  -0.937  2.399  0.13
H  0.609  -2.402  1.468  0.12
H  -1.082  -1.035  -1.176  0.14
H  -1.530  1.406  -0.909  0.07
H  -2.786  0.452  -0.103  0.09
H  -1.519  1.230  0.865  0.09

This record from the OMol25 dataset describes a cluster of 4 separate species, C31H67BN2O13S in total. The level of theory is ωB97M-V/def2-TZVPD.

The calculation puts the HOMO-LUMO gap at 9.17 eV. The SMILES is C#CC[C@H]1OS(=O)(=O)[C@H](CNC)[C@@H](CCN)[C@H]1B(O)CC.COCCOCCOC.COCCOCCOC.COCCOCCOC. Its HOMO energy is -8.9251 eV. The molar mass is 718.76 g mol⁻¹.

Each line ends with the Löwdin charge.
Geometry (Å):
C  1.731  -0.158  5.224  0.10
C  1.955  -0.479  4.068  -0.10
C  2.292  -0.784  2.599  -0.10
C  0.974  -0.653  1.758  -0.29
O  0.290  0.523  2.249  -0.20
S  -0.793  1.131  1.189  0.74
O  -1.128  2.478  1.692  -0.30
O  -2.035  0.359  1.074  -0.28
C  -0.035  1.420  -0.476  -0.25
C  -0.945  0.882  -1.625  -0.21
N  -0.634  1.448  -2.945  -0.11
C  0.096  0.499  -3.802  -0.12
C  1.395  0.782  -0.423  -0.24
C  2.448  1.641  0.337  -0.15
C  2.761  3.020  -0.378  -0.25
N  3.309  3.895  0.680  -0.02
C  1.215  -0.673  0.213  -0.13
B  2.367  -1.713  -0.210  -0.44
O  3.637  -1.373  -0.669  0.15
C  2.058  -3.289  -0.058  -0.14
C  1.051  -3.704  -1.208  -0.10
H  1.791  0.205  6.248  0.04
H  3.073  -0.062  2.300  0.12
H  2.685  -1.820  2.603  0.12
H  0.341  -1.537  1.999  0.17
H  0.073  2.512  -0.624  0.12
H  -1.988  1.183  -1.367  0.12
H  -0.965  -0.221  -1.726  0.11
H  -0.132  2.328  -2.853  0.09
H  0.691  1.085  -4.531  0.09
H  0.847  -0.079  -3.201  0.07
H  -0.557  -0.245  -4.293  0.08
H  1.809  0.608  -1.446  0.13
H  2.147  1.911  1.373  0.12
H  3.433  1.131  0.442  0.12
H  3.602  2.817  -1.069  0.11
H  1.871  3.449  -0.883  0.10
H  2.667  3.959  1.465  0.07
H  3.442  4.841  0.333  0.07
H  0.270  -1.061  -0.242  0.12
H  3.708  -0.440  -0.908  0.08
H  3.021  -3.826  -0.211  0.10
H  1.602  -3.517  0.929  0.10
H  0.360  -2.877  -1.471  0.05
H  1.619  -3.959  -2.128  0.08
H  0.468  -4.602  -0.912  0.08
C  -8.597  -4.120  1.011  -0.11
O  -7.719  -3.487  0.106  -0.20
C  -8.285  -2.320  -0.473  -0.20
C  -7.198  -1.340  -0.878  -0.18
O  -6.649  -0.609  0.212  -0.13
C  -5.790  -1.325  1.097  -0.17
C  -4.440  -1.669  0.495  -0.20
O  -4.546  -2.796  -0.369  -0.20
C  -3.547  -2.803  -1.363  -0.11
H  -9.491  -4.487  0.494  0.09
H  -8.072  -4.966  1.454  0.09
H  -8.883  -3.434  1.815  0.09
H  -8.965  -1.831  0.234  0.13
H  -8.848  -2.629  -1.363  0.13
H  -7.655  -0.587  -1.526  0.13
H  -6.414  -1.825  -1.462  0.12
H  -6.289  -2.207  1.500  0.12
H  -5.615  -0.647  1.934  0.13
H  -3.736  -1.927  1.293  0.12
H  -4.058  -0.802  -0.054  0.11
H  -3.604  -1.896  -1.976  0.09
H  -3.721  -3.664  -2.008  0.09
H  -2.552  -2.889  -0.911  0.08
C  -3.937  4.462  -5.195  -0.11
O  -3.176  5.623  -4.934  -0.20
C  -2.324  5.469  -3.810  -0.20
C  -1.110  6.372  -3.929  -0.18
O  -0.118  5.883  -4.828  -0.14
C  -0.420  5.962  -6.218  -0.18
C  -0.394  7.375  -6.770  -0.20
O  -1.588  8.067  -6.436  -0.20
C  -1.404  9.466  -6.386  -0.11
H  -4.624  4.254  -4.368  0.09
H  -4.516  4.637  -6.102  0.09
H  -3.282  3.601  -5.366  0.09
H  -1.991  4.428  -3.718  0.12
H  -2.899  5.744  -2.917  0.13
H  -0.620  6.402  -2.952  0.12
H  -1.391  7.397  -4.172  0.12
H  -1.360  5.457  -6.445  0.12
H  0.373  5.397  -6.714  0.13
H  -0.323  7.340  -7.865  0.13
H  0.479  7.904  -6.370  0.13
H  -0.641  9.730  -5.645  0.09
H  -2.347  9.917  -6.080  0.09
H  -1.124  9.856  -7.370  0.09
C  5.289  -7.360  6.629  -0.11
O  5.678  -6.283  5.803  -0.20
C  4.970  -6.259  4.573  -0.20
C  4.890  -4.845  4.028  -0.18
O  3.916  -4.033  4.678  -0.14
C  4.224  -3.597  6.001  -0.17
C  5.314  -2.543  6.053  -0.20
O  6.597  -3.138  5.913  -0.20
C  7.550  -2.245  5.379  -0.11
H  5.538  -8.318  6.161  0.09
H  5.829  -7.274  7.571  0.09
H  4.216  -7.314  6.843  0.09
H  3.955  -6.652  4.705  0.13
H  5.514  -6.893  3.862  0.13
H  4.561  -4.908  2.987  0.12
H  5.866  -4.358  4.022  0.12
H  4.445  -4.447  6.646  0.12
H  3.302  -3.142  6.369  0.12
H  5.288  -2.035  7.025  0.13
H  5.145  -1.808  5.257  0.12
H  7.234  -1.884  4.394  0.09
H  8.488  -2.786  5.260  0.09
H  7.709  -1.398  6.055  0.09